130
Properties=species:S:1:pos:R:3:forces:R:3:lowdin_charge:R:1 method="wB97M-V/def2-TZVPD" e_homo_ev=-8.99 spin_multiplicity=1 de_lowest_ev=17.4480
C -3.244620 -0.547425 -3.316181 -1.45 -0.04 1.49 -0.13
O -3.142625 0.536088 -2.365641 -0.40 -0.80 -1.20 -0.12
H -3.687454 -0.240364 -4.256023 0.02 0.34 -0.20 0.07
H -3.957616 -1.200645 -2.795130 -0.05 -0.25 -0.57 0.08
H -2.389048 -1.180413 -3.523193 0.67 0.44 0.24 0.05
H -2.228741 0.749584 -2.243951 0.93 0.44 0.04 0.02
C 0.202061 1.702540 -3.751912 2.00 -1.08 -0.30 -0.20
O -0.843762 2.211381 -4.491556 -0.11 0.08 -0.45 -0.08
H 1.169518 1.511817 -4.327288 -0.85 0.98 0.37 0.10
H 0.030351 0.689831 -3.408999 -0.54 -0.29 0.66 0.05
H 0.361026 2.358064 -2.932984 0.44 0.36 0.86 0.06
H -0.797210 1.648892 -5.260957 -0.95 0.20 -1.03 0.02
C 2.789403 0.082941 -1.358622 0.53 -0.46 1.55 -0.16
O 3.780043 0.959797 -1.808738 1.42 0.71 -1.05 -0.12
H 1.846522 0.336095 -1.767364 -1.19 -0.07 -0.43 0.05
H 2.767433 0.205909 -0.268709 -0.56 -0.41 -0.01 0.05
H 3.030793 -1.006140 -1.535106 0.10 1.41 -0.24 0.08
H 3.571991 1.914342 -1.733812 -0.33 -1.18 0.11 0.09
C -3.292892 3.226160 0.214732 2.34 -8.35 -2.22 -0.51
O -2.504979 2.025497 0.071639 -4.47 6.57 0.76 -0.11
N -4.557649 3.446647 -0.187419 -0.63 -3.63 -2.02 0.18
N -2.836523 4.216065 0.857934 3.60 3.64 1.70 0.13
H -4.929013 2.548386 -0.534145 -0.06 0.77 -0.06 0.14
H -5.209920 3.896589 0.411622 -0.12 0.57 0.58 0.11
H -1.787576 4.241676 0.988088 -0.96 -0.11 -0.30 0.09
H -3.226989 5.084895 0.552738 -0.18 0.63 0.29 0.14
C -2.019254 3.154606 3.941931 3.24 1.03 10.77 -0.71
O -1.855681 3.409055 5.262270 -0.19 -0.94 -5.32 -0.10
N -1.132270 2.675628 3.162214 5.67 -2.14 -2.65 0.20
N -3.136725 3.282352 3.400568 -6.10 1.33 -4.87 0.15
H -0.126715 2.503264 3.442559 -2.47 0.36 -0.07 0.12
H -1.384516 2.392883 2.205663 0.19 -0.01 0.66 0.10
H -3.878635 3.639890 3.939184 -0.68 0.57 0.76 0.13
H -3.112527 3.550008 2.363844 -0.46 -0.24 2.21 0.09
C 4.624944 0.918855 1.692912 0.77 -1.77 1.29 -0.02
C 3.719777 1.042753 2.926061 -4.58 4.44 -8.05 -0.60
C 2.268260 0.626731 2.572519 0.03 0.21 -0.75 -0.05
O 3.917867 0.308451 3.893767 4.12 -6.92 8.13 0.03
H 4.282425 1.436346 0.879343 -1.27 1.88 -1.92 0.02
H 4.602536 -0.111934 1.266703 0.50 0.30 0.78 0.09
H 5.625930 1.316291 1.859772 0.21 -0.49 0.23 0.09
H 3.580465 2.107175 3.116038 0.75 0.23 0.88 0.13
H 2.061125 -0.428592 2.683862 0.42 -0.51 0.09 0.07
H 2.084618 0.855601 1.588960 -0.83 0.51 -2.66 0.02
H 1.496358 1.106703 3.117176 -0.41 0.50 1.08 0.05
H 3.770458 -0.622034 3.559165 0.39 1.26 1.04 0.14
C 1.656700 -2.659165 -4.081524 -2.43 -1.51 2.02 -0.07
C 3.044823 -2.939173 -3.800139 -4.85 -6.03 6.56 -0.66
C 3.175994 -4.491823 -3.789125 -5.46 0.75 -0.49 -0.02
O 3.808857 -2.530444 -4.656280 6.90 5.38 -8.04 0.08
H 1.103370 -2.942096 -4.948738 0.34 -1.03 -0.86 0.09
H 1.489447 -1.677374 -4.009259 -0.44 4.28 0.08 0.02
H 1.125766 -2.995129 -3.163433 0.02 -0.31 -0.96 0.08
H 3.223204 -2.528216 -2.758479 0.01 -0.51 -0.57 0.13
H 3.199319 -4.940201 -4.767680 0.47 0.21 -0.46 0.09
H 2.259473 -4.929466 -3.307633 0.70 0.23 -0.28 0.09
H 3.898654 -4.710083 -3.173464 4.50 -1.79 2.83 0.00
H 4.727702 -2.617315 -4.431346 0.58 -0.07 0.02 0.13
C -4.336286 0.093635 4.261598 -0.97 -1.11 0.02 -0.02
C -3.710449 0.106827 2.862579 4.41 -4.61 5.04 -0.66
C -3.760659 -1.205537 2.139985 -1.35 -2.75 -0.21 -0.04
O -4.190040 1.009370 2.139327 -5.40 4.68 -5.95 0.00
H -3.945510 -0.671298 4.931735 0.12 -0.27 -0.21 0.07
H -5.409451 -0.133331 4.078832 0.39 0.23 0.41 0.09
H -4.237960 1.011526 4.834517 0.04 0.41 -0.35 0.07
H -2.687734 0.456189 2.968113 1.37 -1.09 0.79 0.11
H -3.584366 -1.106822 1.085821 0.90 0.49 -0.54 0.06
H -4.822724 -1.540014 2.047257 0.27 0.26 0.61 0.09
H -3.229839 -2.159362 2.487510 -0.34 1.81 0.03 0.11
H -4.000720 1.829290 2.547405 0.15 1.41 0.53 0.03
C 1.567787 3.740197 1.945962 2.20 -1.39 -0.21 -0.01
C 0.782647 3.971845 0.688065 9.92 -5.17 -1.63 -0.66
C 0.511672 2.702253 -0.029200 0.04 0.06 -0.10 -0.02
O -0.273856 4.538439 0.883104 -11.06 6.17 2.86 0.02
H 1.196883 2.997770 2.667940 0.09 0.65 -0.72 0.05
H 1.757865 4.662840 2.441087 0.13 0.91 0.68 0.09
H 2.567004 3.336898 1.638882 -0.65 0.42 0.30 0.10
H 1.328644 4.621909 0.045481 1.84 0.39 -0.87 0.14
H 1.404758 2.278729 -0.488874 -0.07 -0.36 0.52 0.08
H -0.107631 3.031275 -0.858391 -0.60 -0.71 -0.06 0.09
H -0.001543 2.087532 0.737530 0.34 -0.28 -1.20 0.08
H -0.160083 5.205546 1.561424 -0.28 0.51 0.25 0.15
C -0.975164 0.238909 6.053932 -0.04 0.85 -0.88 -0.02
C 0.076832 -0.865304 5.777546 -10.13 -3.60 0.77 -0.64
C -0.318411 -1.776848 4.583528 0.85 -0.05 0.74 -0.02
O 1.170641 -0.361099 5.604060 10.57 5.10 -1.61 0.05
H -0.675605 1.046235 6.751889 0.29 -0.83 -0.04 0.09
H -1.874622 -0.204900 6.423157 -0.81 -0.19 0.18 0.06
H -1.221938 0.844676 5.143971 0.16 -0.82 0.45 0.06
H 0.085377 -1.532145 6.645558 -0.43 -0.28 0.35 0.14
H -1.144688 -2.322102 4.943670 -1.40 -0.87 -0.24 0.06
H 0.485240 -2.488321 4.371377 0.08 -0.07 0.50 0.06
H -0.472921 -1.317168 3.624774 -0.52 0.76 -0.22 0.05
H 1.806650 -0.817618 6.127018 1.27 0.00 0.16 0.12
C 3.032866 -4.249737 -0.024473 -0.52 -1.87 0.00 -0.02
C 2.620113 -3.128655 0.847939 -6.98 -4.57 -1.94 -0.68
C 1.537473 -3.541864 1.846082 -2.41 0.18 -1.92 -0.03
O 3.506865 -2.576645 1.504237 8.19 5.45 4.36 0.05
H 2.140804 -4.579349 -0.607632 0.72 -0.19 0.48 0.10
H 3.420428 -5.054512 0.649929 -0.26 0.15 -0.82 0.11
H 3.786862 -3.965493 -0.733426 0.55 0.21 -0.27 0.07
H 2.213396 -2.442998 0.209254 -1.44 2.23 -1.70 0.08
H 1.738741 -4.348434 2.468404 1.13 -1.82 1.00 0.06
H 0.627228 -3.836865 1.315577 -0.08 -0.17 -0.11 0.09
H 1.173555 -2.789938 2.517007 0.35 1.00 0.02 0.03
H 3.978025 -3.214204 2.008690 0.93 -0.69 0.89 0.11
C 0.406718 -0.470677 -6.332303 0.60 -1.01 1.40 -0.03
C -0.832143 -0.175972 -7.083236 2.72 -11.69 -1.91 -0.69
C -1.890700 -1.269230 -6.831091 -0.78 0.24 -0.01 -0.01
O -1.239595 0.954157 -7.016035 -4.31 13.33 3.81 0.06
H 0.250022 -0.615669 -5.219263 0.02 0.64 -1.22 0.08
H 1.170321 0.263452 -6.548975 0.28 0.24 0.24 0.10
H 0.775409 -1.449058 -6.652341 0.10 0.20 -0.12 0.09
H -0.657786 -0.160028 -8.126165 1.57 -2.54 -2.10 0.13
H -2.277385 -1.348298 -5.820369 -0.18 0.79 0.33 0.05
H -1.457211 -2.221821 -6.915791 0.77 -1.41 -0.71 0.06
H -2.748577 -1.232707 -7.538547 0.48 0.19 0.38 0.10
H -2.022230 1.010494 -7.526730 -1.29 0.89 -0.54 0.13
C -0.358435 -1.931209 -1.532473 -1.28 -0.07 0.21 -0.01
C -0.928907 -0.842958 -0.650421 -2.88 -8.26 2.37 -0.65
C -0.563474 -1.031420 0.779084 0.67 -0.81 2.11 -0.03
O -0.639642 0.320625 -0.909627 3.21 9.86 -4.44 -0.02
H -0.950581 -2.824949 -1.317779 0.27 -0.15 0.03 0.11
H 0.643243 -2.112676 -1.308201 1.89 -0.39 0.21 0.04
H -0.478480 -1.749781 -2.587739 -0.02 0.41 -0.33 0.06
H -1.981784 -0.998453 -0.824561 -1.19 -0.30 0.55 0.12
H -0.908462 -1.972607 1.141898 0.01 -1.03 0.48 0.07
H -0.957386 -0.313552 1.527523 -0.30 0.12 -0.89 0.08
H 0.533731 -0.947999 0.923873 -0.42 -0.27 -0.33 0.08
H -1.277099 0.917250 -0.516923 -0.33 0.80 0.30 0.04